Molecular formula: C18H27IrN6O8PS2
Method: DFT, ωB97M-V/def2-TZVPD

As for the expectation value of S²: 8.793. The calculation puts the energy above the lowest of the compared OMol25 structures with the same formula, charge and spin at 126.5 kJ/mol. For the molar mass, the calculation gives 742.77 g/mol. For the gap between HOMO and LUMO (spin up / spin down), the calculation gives 6.3 / 5.7 eV. The value obtained for the electronic energy is -2874.52671 Ha.

```
! RIJCOSX wB97M-V def2-TZVPD def2/J DEFGRID3
* xyz 0 6
Ir -0.064 1.344 -0.373
N 0.963 3.949 3.289
C 0.404 3.104 2.356
S 1.467 1.917 1.629
N -0.882 3.059 2.210
N -1.283 2.188 1.285
C -2.536 2.174 0.962
C -3.068 1.246 0.159
C -4.456 0.830 0.058
C -4.744 -0.066 -0.900
C -3.820 -0.896 -1.478
C -2.509 -0.570 -1.197
N -2.158 0.431 -0.490
H 1.945 3.996 3.090
H 0.487 4.808 3.526
H -3.082 2.793 1.603
H -5.232 1.237 0.629
H -5.830 -0.221 -0.933
H -3.905 -1.738 -2.168
H -1.777 -1.224 -1.563
O 3.353 4.495 -0.740
S 2.163 3.869 -0.217
O 2.697 3.056 1.100
O 1.609 2.812 -1.011
O 1.118 4.732 0.282
C 2.896 -1.892 3.435
C 1.459 -2.353 3.518
C 0.736 -2.405 2.184
C -0.726 -2.996 2.185
C -0.823 -4.506 2.404
C 1.571 -3.263 1.204
O 2.206 -4.230 1.471
N 1.175 -3.005 -0.135
C 0.835 -1.795 -0.658
O 0.729 -1.698 -1.901
N 0.604 -0.758 0.197
C 0.531 -1.000 1.552
O 0.284 -0.107 2.348
H 3.386 -2.139 4.326
H 3.067 -0.878 3.204
H 3.481 -2.398 2.692
H 0.892 -1.636 4.062
H 1.438 -3.284 4.087
H -1.276 -2.777 1.250
H -1.357 -2.526 2.957
H -0.535 -5.194 1.567
H -1.847 -4.803 2.643
H -0.193 -4.853 3.286
H 1.345 -3.752 -0.804
C -0.274 0.013 -4.953
P 0.332 1.249 -3.714
C 1.950 0.764 -3.168
C 0.507 2.785 -4.587
O -0.641 1.429 -2.485
H 0.556 -0.067 -5.695
H -1.083 0.485 -5.458
H -0.533 -0.927 -4.521
H 2.461 0.353 -4.034
H 1.775 -0.024 -2.388
H 2.488 1.630 -2.879
H -0.417 3.108 -5.044
H 1.216 2.585 -5.352
H 0.922 3.542 -3.906
*
```

Results of the natural (NBO) charge analysis, in e, for atoms 1 through 5:
1 Ir 1.56
2 N -0.79
3 C 0.20
4 S 0.67
5 N -0.29

Molecular formula: C19H61N17O10
Method: DFT, ωB97M-V/def2-TZVPD

The calculation puts the energy above the lowest of the compared OMol25 structures with the same formula, charge and spin at 4165.1 kJ/mol. For the molar mass, the calculation gives 687.81 g/mol. For the gap between HOMO and LUMO, the calculation gives 6.4 eV. The value obtained for the electronic energy is -2442.49296 Ha.

```
! RIJCOSX wB97M-V def2-TZVPD def2/J DEFGRID3
* xyz 0 1
C 0.948 0.256 -0.332
O 2.013 -0.259 0.054
N 0.628 0.524 -1.540
N -0.058 0.651 0.433
H 1.266 0.298 -2.289
H -0.241 1.016 -1.693
H 0.111 0.176 1.308
H -1.006 0.892 0.182
C 3.824 -1.006 1.438
O 4.797 -1.504 1.999
N 3.888 0.049 0.694
N 2.655 -1.477 1.441
H 3.060 0.504 0.335
H 4.788 0.470 0.515
H 2.450 -2.374 1.858
H 1.935 -0.881 1.058
C 1.254 3.683 -0.077
O 1.152 3.296 -1.233
N 1.275 2.853 0.876
N 1.335 4.988 0.268
H 1.478 3.186 1.808
H 1.389 1.910 0.535
H 1.323 5.755 -0.388
H 1.205 5.355 1.200
C 3.388 1.879 -1.860
O 4.306 2.305 -2.532
N 2.159 1.904 -2.327
N 3.538 1.421 -0.649
H 2.074 2.275 -3.263
H 1.305 1.659 -1.846
H 4.497 1.310 -0.352
H 2.731 0.978 -0.233
C 1.026 1.104 2.811
O 0.633 0.091 2.254
N 2.265 1.212 3.143
N 0.309 2.148 3.011
H 2.903 0.488 2.846
H 2.624 2.133 3.348
H -0.680 2.005 2.864
H 0.745 2.909 3.512
C -1.817 2.098 -1.307
O -1.703 0.891 -1.191
N -2.274 2.811 -0.303
N -1.654 2.717 -2.414
H -2.669 2.352 0.505
H -2.320 3.818 -0.362
H -1.700 3.720 -2.304
H -1.245 2.253 -3.213
C 0.583 -2.581 1.160
O 0.206 -1.516 0.794
N 0.898 -3.509 0.320
N 0.497 -2.946 2.414
H 1.122 -4.473 0.522
H 1.017 -3.178 -0.627
H 0.233 -2.190 3.030
H 0.979 -3.733 2.824
C -1.596 0.186 2.234
C -2.415 -0.255 3.479
C -3.636 -1.042 3.158
O -4.462 -0.217 2.384
C -5.584 -0.877 1.896
N -1.419 -0.791 4.397
H -1.063 -0.577 1.665
H -0.814 0.853 2.598
H -2.125 0.899 1.601
H -2.725 0.646 4.009
H -4.141 -1.099 4.122
H -3.242 -1.966 2.734
H -5.379 -1.813 1.378
H -5.981 -0.263 1.087
H -6.297 -1.067 2.699
H -1.587 -0.776 5.393
H -0.880 0.063 4.425
C 3.526 -2.395 -1.133
C 2.386 -1.566 -1.904
C 2.664 -0.924 -3.278
O 1.535 -0.335 -3.825
C 1.594 -0.225 -5.253
N 1.412 -2.455 -2.088
H 4.526 -2.190 -1.516
H 3.367 -3.473 -1.088
H 3.423 -2.167 -0.072
H 2.041 -0.791 -1.219
H 3.081 -1.699 -3.921
H 3.360 -0.086 -3.275
H 0.665 0.246 -5.571
H 1.656 -1.133 -5.852
H 2.506 0.215 -5.658
H 1.134 -2.613 -1.130
H 0.750 -1.772 -2.427
C -1.713 -2.268 0.080
C -2.500 -1.554 -1.040
C -3.645 -0.647 -0.525
O -4.239 0.155 -1.602
C -4.976 -0.611 -2.583
N -1.475 -0.828 -1.754
H -1.235 -1.588 0.785
H -0.933 -2.905 -0.336
H -2.376 -2.873 0.698
H -2.816 -2.283 -1.786
H -3.189 0.083 0.143
H -4.362 -1.165 0.112
H -5.783 -1.092 -2.030
H -4.314 -1.323 -3.078
H -5.402 0.133 -3.257
H -1.901 0.074 -1.908
H -0.868 -0.568 -0.989
*
```

Results of the Löwdin charge analysis, in e, for atoms 1 through 5:
1 C -0.54
2 O -0.10
3 N 0.17
4 N 0.13
5 H 0.09

Molecular formula: C34H28BClI3MoN3O5
Method: DFT, ωB97M-V/def2-TZVPD

The calculation puts the energy above the lowest of the compared OMol25 structures with the same formula, charge and spin at 0.0 kJ/mol. For the molar mass, the calculation gives 1081.53 g/mol. For the gap between HOMO and LUMO, the calculation gives 4.5 eV. The value obtained for the electronic energy is -3299.47605 Ha.

```
! RIJCOSX wB97M-V def2-TZVPD def2/J DEFGRID3
* xyz -2 1
Mo 0.566 1.192 -0.745
O -1.418 1.162 -1.458
C -2.208 0.254 -1.913
C -3.612 0.419 -1.783
C -4.492 -0.515 -2.277
C -4.038 -1.663 -2.938
C -2.676 -1.836 -3.089
C -1.757 -0.910 -2.584
C -0.352 -1.123 -2.810
N 0.601 -0.447 -2.273
N 1.849 -0.819 -2.774
C 2.758 -0.001 -2.346
O 2.545 0.982 -1.555
C 4.157 -0.211 -2.817
C 5.132 0.727 -2.490
C 6.439 0.556 -2.921
C 6.785 -0.555 -3.677
C 5.815 -1.496 -4.002
C 4.507 -1.325 -3.577
H -3.954 1.307 -1.266
H -5.558 -0.360 -2.145
H -4.737 -2.395 -3.321
H -2.294 -2.711 -3.606
H -0.070 -1.902 -3.515
H 4.841 1.585 -1.898
H 7.190 1.295 -2.666
H 7.807 -0.689 -4.014
H 6.081 -2.367 -4.590
H 3.738 -2.043 -3.824
I 0.997 4.894 -4.676
C 1.906 4.824 -2.804
C 2.802 5.825 -2.443
C 3.415 5.833 -1.213
I 4.734 7.390 -0.765
C 3.144 4.796 -0.283
C 3.688 4.712 1.018
C 3.355 3.669 1.838
C 2.487 2.678 1.363
N 1.978 2.733 0.156
C 2.258 3.765 -0.670
C 1.560 3.758 -1.950
O 0.724 2.861 -2.241
H 3.010 6.613 -3.155
H 4.364 5.488 1.354
H 3.749 3.591 2.842
H 2.193 1.838 1.980
I 1.756 -1.061 2.625
C 1.675 -0.301 0.507
H 2.664 0.148 0.520
H 1.728 -1.261 -0.001
C -4.890 -4.213 4.361
C -4.325 -2.793 4.355
C -5.504 -1.814 4.273
C -3.583 -2.577 5.682
C -3.374 -2.544 3.183
C -3.117 -3.506 2.214
C -2.249 -3.271 1.139
C -1.652 -2.039 1.066
O -0.780 -1.552 0.154
B -0.479 -0.202 0.537
O -1.212 0.060 1.723
C -1.907 -1.058 2.024
C -2.752 -1.287 3.081
H -5.540 -4.344 5.230
H -4.095 -4.960 4.418
H -5.481 -4.412 3.466
H -6.190 -1.964 5.113
H -6.056 -1.960 3.343
H -5.161 -0.779 4.294
H -4.252 -2.759 6.529
H -3.201 -1.559 5.764
H -2.732 -3.256 5.759
H -3.591 -4.476 2.277
H -2.057 -4.029 0.391
H -2.922 -0.502 3.807
Cl -0.736 2.896 0.688
*
```

Results of the Löwdin charge analysis, in e, for atoms 1 through 5:
1 Mo 1.39
2 O -0.26
3 C -0.36
4 C -0.01
5 C -0.12

Molecular formula: C2H24O10
Method: DFT, ωB97M-V/def2-TZVPD

As for the expectation value of S²: 0.754. The calculation puts the energy above the lowest of the compared OMol25 structures with the same formula, charge and spin at 162.0 kJ/mol. For the molar mass, the calculation gives 208.20 g/mol. For the gap between HOMO and LUMO (spin up / spin down), the calculation gives 9.7 / 3.2 eV. The value obtained for the electronic energy is -842.50504 Ha.

```
! RIJCOSX wB97M-V def2-TZVPD def2/J DEFGRID3
* xyz 1 2
C 1.339 -0.853 0.150
O 1.563 -1.317 1.451
C -0.034 -0.285 -0.025
H 2.086 -0.116 -0.032
H 1.470 -1.745 -0.555
H 1.209 -2.206 1.561
H -0.283 -0.260 -1.025
H -0.844 -0.865 0.418
H -0.014 0.748 0.330
H -0.675 -1.602 3.389
H -0.513 -0.467 2.373
O -0.840 -0.721 3.122
H -0.188 -0.212 -3.095
H -0.497 -1.473 -2.287
O -0.596 -0.989 -3.148
H -1.266 3.133 0.962
H -0.105 3.737 0.140
O -1.119 3.726 0.214
H -1.288 -3.609 -0.270
H -1.873 -2.380 0.231
O -1.398 -3.058 0.461
H -1.694 2.428 -2.239
H -2.270 1.844 -0.835
O -1.651 1.764 -1.542
H 2.390 1.858 2.171
H 1.739 0.387 2.134
O 1.723 1.247 2.466
H 1.099 -3.576 -2.256
H 1.524 -2.214 -2.316
O 1.062 -2.795 -1.727
H -0.506 1.444 2.448
H -2.139 1.644 2.453
O -1.263 1.887 1.989
H 1.613 1.658 -3.032
H 0.940 1.950 -1.785
O 1.302 1.288 -2.292
*
```

Results of the natural (NBO) charge analysis, in e, for atoms 1 through 5:
1 C -0.09
2 O -0.41
3 C -0.62
4 H 0.23
5 H 0.37